# 1
42
Properties=species:S:1:pos:R:3 method="wB97M-V/def2-TZVPD" spin_multiplicity=6 charge=0 orbital_gap_ha="0.201 / 0.207" s2=8.7766
Mn 0.8076 0.1118 -0.6047
O 4.8309 0.0937 -0.5958
C 3.7501 -0.0649 -0.0732
O 2.6515 -0.1529 -0.8100
C 3.6018 -0.1494 1.4295
C 4.8259 -0.1573 2.1097
C 4.9144 -0.2254 3.4834
C 3.7384 -0.2863 4.2186
C 2.5165 -0.2753 3.5732
C 2.4071 -0.2067 2.1746
S 0.6916 -0.2056 1.6432
H 5.7197 -0.1101 1.5028
H 5.8801 -0.2343 3.9743
H 3.7723 -0.3455 5.3014
H 1.6096 -0.3252 4.1647
O -5.7884 -4.5070 -1.0282
C -4.4382 -4.5770 -1.0327
O -3.9019 -5.6368 -0.9187
C -3.6627 -3.2764 -1.0751
C -4.2342 -2.0212 -1.1838
C -3.4439 -0.8766 -1.2163
C -2.0666 -0.9839 -1.1439
C -1.4986 -2.2313 -1.0387
C -2.2851 -3.3720 -1.0019
N -1.1617 0.1649 -1.1861
C -1.6271 1.3409 -1.1936
C -0.7140 2.5046 -1.2280
C -1.1665 3.8004 -1.3686
C -0.2279 4.8225 -1.3920
C 1.1171 4.5165 -1.2760
C 1.4818 3.1889 -1.1338
N 0.5700 2.2191 -1.1038
H -6.0776 -3.5886 -1.0739
H -5.3074 -1.8789 -1.2504
H -3.9387 0.0796 -1.3034
H -0.4307 -2.3525 -0.9719
H -1.8339 -4.3508 -0.9154
H -2.6949 1.5317 -1.1776
H -2.2259 4.0077 -1.4660
H -0.5488 5.8511 -1.5021
H 1.8761 5.2872 -1.2818
H 2.5121 2.8711 -1.0281

# 2
44
Properties=species:S:1:pos:R:3 method="wB97M-V/def2-TZVPD" charge=-1 orbital_gap_ha=0.184
Be -0.2007 0.7499 -0.4871
C 2.0719 4.0692 1.0485
C 1.8670 2.8785 1.9313
N 2.4966 2.8129 3.0791
C 2.3155 1.7355 3.8703
C 1.4800 0.6970 3.5585
C 1.3636 -0.4826 4.4797
O 2.0295 -1.6454 3.9836
C 0.7815 0.7442 2.3253
C -0.1790 -0.2671 1.9671
N -0.7775 -0.2840 0.8293
C -1.7139 -1.3023 0.5593
C -1.4174 -2.6360 0.8216
C -2.3412 -3.6290 0.5441
C -3.5702 -3.2941 -0.0047
C -3.8668 -1.9683 -0.2804
C -2.9422 -0.9707 -0.0087
I -3.4159 1.0072 -0.4427
C 0.9876 1.8433 1.4663
O 0.4170 1.9837 0.3179
H 2.7529 4.7674 1.5289
H 1.1179 4.5581 0.8417
H 2.4679 3.7609 0.0796
H 2.8782 1.7279 4.7976
H 0.3129 -0.7282 4.6724
H 1.8183 -0.2392 5.4408
H 2.1336 -1.5509 3.0315
H -0.4250 -1.0273 2.7091
H -0.4356 -2.8926 1.1981
H -2.0898 -4.6639 0.7356
H -4.2961 -4.0629 -0.2358
H -4.8196 -1.7026 -0.7180
Cl -1.0849 2.5004 -3.2781
C -0.3298 1.0740 -3.9779
C -0.1529 1.0491 -5.3419
C 0.4645 -0.0391 -5.9514
C 0.8962 -1.0843 -5.1387
C 0.7055 -1.0370 -3.7774
Cl 1.2735 -2.3950 -2.8211
C 0.0679 0.0371 -3.0621
N -0.1386 0.0347 -1.7782
H -0.4977 1.8926 -5.9271
H 0.6082 -0.0698 -7.0230
H 1.3870 -1.9514 -5.5631

# 3
46
Properties=species:S:1:pos:R:3 method="wB97M-V/def2-TZVPD" charge=0 orbital_gap_ha=0.296
O 0.2115 -2.2539 2.6489
C -0.3488 -2.4560 1.6539
N -1.1072 -1.6181 0.8229
C -1.2367 -0.3221 1.1081
C -0.5705 0.4163 2.3184
C -0.9571 1.6588 2.3385
C -1.8037 2.3031 1.4346
C -2.0622 1.6762 0.2002
C -1.8836 0.2769 0.1083
Cl -2.6480 -0.4721 -1.1932
H -2.7681 2.0912 -0.7191
H -1.6871 3.3424 1.2917
C -0.2359 2.5157 3.5871
F -1.1402 2.2654 4.4355
F 1.0173 2.0548 3.7613
F -0.3931 3.6862 3.2720
H -0.1866 -0.1255 3.0483
H -1.5945 -2.1535 0.1564
C -0.3236 -3.9562 1.0427
H 0.0947 -4.6937 1.8461
H -1.3096 -4.4216 1.2096
C 0.0604 -4.3945 -0.2993
H -0.5290 -3.8447 -1.0922
H 0.0970 -5.4057 -0.4596
C 1.8181 -3.6052 -0.5812
C 1.4828 -2.1342 -1.0252
O 0.4742 -1.6343 -1.2018
O 2.7023 -1.6085 -1.2178
C 2.5333 -0.3600 -1.4718
C 1.6079 0.5871 -0.6229
O 1.6586 0.3535 0.4156
C 1.0178 1.5925 -1.3285
C 0.7930 2.9171 -0.8916
C 0.0441 3.8648 -1.3258
C -0.7403 3.4843 -2.4861
C -0.7448 2.2019 -3.2741
C 0.2838 1.3245 -2.4886
H -0.1448 0.2150 -2.8425
H -1.3225 1.9168 -3.9574
Cl -1.8356 4.5272 -3.3881
H -0.1855 4.9287 -0.9967
Cl 1.5306 3.1621 0.4965
H 2.3186 -0.3401 -2.5162
H 3.6268 0.0952 -1.2676
H 2.2906 -4.2909 -1.1235
H 2.0955 -3.3674 0.5743

# 4
53
Properties=species:S:1:pos:R:3 method="wB97M-V/def2-TZVPD" spin_multiplicity=2 charge=0 orbital_gap_ha="0.327 / 0.285" s2=0.7531
Cu -1.1500 -1.1921 0.3902
C 3.9006 -1.7575 2.2060
N 2.5013 -2.1171 2.0288
C 1.9042 -3.2429 2.5415
C 0.6003 -3.1998 2.1531
N 0.4062 -2.0652 1.4143
C 1.5596 -1.4226 1.3508
P 1.8472 0.1735 0.4461
C 0.4239 1.0314 1.2420
N -0.8101 0.5626 1.3922
C -1.5312 1.5183 2.0423
C -0.7125 2.5705 2.3161
N 0.5208 2.2519 1.8145
C 1.7002 3.1023 1.9510
C 1.1392 -0.4705 -1.1300
N 0.0111 -1.1606 -1.2706
C -0.0959 -1.5015 -2.5864
C 0.9927 -1.0288 -3.2486
N 1.7707 -0.3871 -2.3216
C 3.0759 0.1980 -2.6155
H 4.3776 -2.5457 2.7827
H 3.9923 -0.8182 2.7467
H 4.4003 -1.6706 1.2439
H 2.4543 -3.9581 3.1266
H -0.1914 -3.8989 2.3589
H -2.5774 1.3942 2.2608
H -0.8922 3.5052 2.8164
H 1.3593 4.0884 2.2563
H 2.2112 3.1733 0.9954
H 2.3635 2.7052 2.7182
H -0.9484 -2.0337 -2.9704
H 1.2808 -1.0871 -4.2829
H 3.0944 0.4460 -3.6742
H 3.8664 -0.5202 -2.4009
H 3.2007 1.1049 -2.0326
Cl -3.0016 -2.6081 2.1180
C -3.8097 -1.9930 0.6691
C -3.0339 -1.2336 -0.1874
C -3.6782 -0.6958 -1.2874
Cl -2.7679 0.3342 -2.3415
C -5.0203 -0.9545 -1.5558
Cl -5.7764 -0.3123 -2.9649
C -5.7587 -1.7529 -0.6792
Cl -7.4137 -2.0996 -1.0016
C -5.1517 -2.2743 0.4628
Cl -6.0434 -3.2497 1.5691
Cl 2.4282 4.8044 -2.0867
C 0.8005 4.0950 -2.0853
Cl 0.2372 3.9670 -3.7627
Cl -0.2787 5.1663 -1.1598
C 0.7443 2.6689 -1.4181
O 1.8180 2.2827 -0.8857
O -0.3398 2.1077 -1.4640

# 5
42
Properties=species:S:1:pos:R:3 method="wB97M-V/def2-TZVPD" charge=0 orbital_gap_ha=0.284
Sr 0.3725 -0.0837 -0.1198
F 6.3085 -0.3677 -0.3407
C 5.2550 0.4734 -0.2473
C 3.9700 -0.0285 -0.2363
C 2.8622 0.8134 -0.1414
C 3.0908 2.2092 -0.0508
C 4.4173 2.6623 -0.0684
F 4.7404 3.9827 0.0110
C 5.5087 1.8249 -0.1658
C 1.9275 3.1296 0.0730
C 2.0393 4.5254 0.1827
C 0.9087 5.3110 0.3055
C -0.3419 4.7159 0.3209
C -0.3799 3.3400 0.2072
N 0.6994 2.5742 0.0867
H 3.8555 -1.1062 -0.3051
H 6.5125 2.2221 -0.1746
H 3.0041 4.9953 0.1747
H 1.0104 6.3854 0.3907
H -1.2523 5.2890 0.4186
H -1.3303 2.8141 0.2161
N -4.2250 -0.0149 -0.6916
C -3.1002 -0.6042 -0.2154
N -3.1432 -1.9234 0.0331
O -2.0840 0.0773 0.0101
H -5.0318 -0.5427 -0.9665
H -4.1776 0.9593 -0.9265
H -3.9154 -2.4876 -0.2735
H -2.2399 -2.3852 0.1443
C -0.0443 -2.6574 0.0056
C -0.2764 -3.8570 0.0637
C -0.5424 -5.2665 0.1264
C -0.6640 -5.9188 1.3570
C -0.9250 -7.2778 1.4139
C -1.0693 -8.0136 0.2473
C -0.9491 -7.3783 -0.9797
C -0.6891 -6.0195 -1.0425
H -0.5444 -5.3451 2.2662
H -1.0123 -7.7667 2.3755
H -1.2704 -9.0758 0.2940
H -1.0558 -7.9462 -1.8948
H -0.5904 -5.5232 -1.9984

# 6
43
Properties=species:S:1:pos:R:3 method="wB97M-V/def2-TZVPD" charge=0 smiles=CC1(c2nnc3ccc(-c4ocnc4-c4cc(F)c(F)cc4F)cn23)CCC1 orbital_gap_ha=0.302
F -2.3816 5.1588 4.6046
F -2.8123 6.5175 2.1995
F -2.1943 0.9834 2.1967
N -2.8053 2.7112 -1.3883
N 3.1647 -1.3036 1.5976
N 3.1540 -2.4197 0.8100
O -1.3734 1.1325 -1.9732
C -2.3903 1.9537 -2.3417
C 2.2168 -0.4954 1.2158
C 2.1614 -2.3077 -0.0584
C 1.8188 0.8092 1.6749
C 0.7158 1.4191 1.1386
C -1.1235 1.4453 -0.6775
C -0.0159 0.7872 -0.0048
C -2.0511 2.3880 -0.3055
C 0.4157 -0.4647 -0.4198
C -2.3208 3.0770 3.4161
C -2.5663 4.4366 1.0444
C -2.4056 4.4627 3.4327
C -2.6309 5.1556 2.2107
C -2.3199 2.3395 2.2005
C -2.3014 3.0541 0.9916
N 1.5019 -1.0906 0.1765
C 2.6643 -4.7558 -0.8693
C 0.5782 -3.0319 -2.7727
C 0.4132 -3.6752 -1.4281
C 2.0579 -2.8921 -2.5718
C 1.9013 -3.4070 -1.1316
H -2.7772 2.0037 -3.3431
H 2.4278 1.2867 2.4304
H 0.4149 2.4110 1.5198
H -0.0635 -0.9291 -1.2361
H -2.2343 2.5714 4.3620
H -2.6809 5.0368 0.1400
H 2.3874 -5.5331 -1.5483
H 2.4231 -5.1123 0.1097
H 3.7289 -4.5823 -0.9674
H 0.0433 -2.0902 -2.8461
H 0.2635 -3.6985 -3.5770
H -0.2846 -3.1922 -0.7601
H 0.1475 -4.7350 -1.4672
H 2.4132 -1.8578 -2.6498
H 2.7193 -3.5666 -3.1343